# C3HN6

A 2-piece molecular cluster, C3HN6 overall (wB97M-V/def2-TZVPD, the Open Molecules 2025 dataset).

Geometry (Å):
C (-0.156, -1.586, 0.400)
C (-0.554, -0.342, -0.150)
C (1.432, -0.068, 1.699)
N (0.410, -2.355, 1.062)
N (-1.924, 0.117, -0.179)
N (0.095, 0.403, -1.022)
N (-1.924, 1.083, -0.979)
N (-0.723, 1.288, -1.493)
N (1.768, 0.684, 0.850)
H (1.577, 0.776, -0.189)

Summary:
LUMO in eV: 4.625
Charge: -1
M in u: 121.1
Relative energy (zero: lowest compared OMol25 entry of this formula, charge and spin) in kJ/mol: 78.96

=====

# C23H63N6O9S3

C23H63N6O9S3 as an isolated structure (wB97M-V/def2-TZVPD, the Open Molecules 2025 dataset).

Geometry (Å):
O (1.170, -0.842, -3.355)
S (2.021, -0.390, -4.489)
O (1.460, 0.732, -5.290)
N (3.623, -0.103, -4.071)
S (4.049, -1.006, -2.692)
O (3.394, -0.561, -1.439)
O (5.539, -0.880, -2.592)
C (3.710, -2.751, -3.095)
C (3.860, -3.718, -1.898)
C (3.636, -5.210, -2.340)
S (4.731, -5.713, -3.747)
H (2.067, -1.460, -5.378)
H (2.673, -2.876, -3.479)
H (4.371, -3.006, -3.947)
H (3.051, -3.517, -1.161)
H (4.804, -3.594, -1.334)
H (2.565, -5.286, -2.652)
H (3.883, -5.893, -1.510)
H (4.213, -5.084, -4.858)
C (-2.921, -5.737, -4.346)
C (-1.615, -5.312, -5.010)
C (-0.431, -6.242, -4.686)
O (0.124, -6.062, -3.394)
C (-0.574, -6.726, -2.356)
N (-1.337, -3.918, -4.652)
H (-2.945, -5.495, -3.283)
H (-3.764, -5.221, -4.808)
H (-3.088, -6.812, -4.457)
H (-1.774, -5.359, -6.093)
H (0.379, -6.010, -5.383)
H (-0.691, -7.296, -4.849)
H (-0.995, -7.679, -2.691)
H (-1.361, -6.087, -1.951)
H (0.135, -6.924, -1.551)
H (-0.523, -3.598, -5.171)
H (-1.024, -3.905, -3.683)
C (-1.652, 0.745, 0.923)
C (-1.902, -0.585, 1.626)
C (-0.656, -1.485, 1.698)
O (-0.337, -2.140, 0.487)
C (0.397, -1.342, -0.443)
N (-3.026, -1.265, 0.973)
H (-1.589, 0.639, -0.160)
H (-2.468, 1.441, 1.127)
H (-0.726, 1.207, 1.275)
H (-2.195, -0.355, 2.657)
H (-0.861, -2.286, 2.417)
H (0.214, -0.937, 2.081)
H (1.089, -0.660, 0.057)
H (-0.283, -0.784, -1.088)
H (0.975, -2.008, -1.079)
H (-3.253, -2.103, 1.502)
H (-2.684, -1.625, 0.084)
C (-3.842, 6.062, 4.101)
C (-4.237, 4.596, 4.247)
C (-3.288, 3.626, 3.521)
O (-3.466, 3.573, 2.117)
C (-2.816, 4.607, 1.399)
N (-5.626, 4.433, 3.802)
H (-4.085, 6.465, 3.118)
H (-4.375, 6.670, 4.834)
H (-2.772, 6.199, 4.271)
H (-4.191, 4.355, 5.314)
H (-3.504, 2.615, 3.879)
H (-2.239, 3.827, 3.770)
H (-1.868, 4.894, 1.862)
H (-3.469, 5.478, 1.304)
H (-2.612, 4.238, 0.394)
H (-5.920, 3.479, 3.992)
H (-5.626, 4.488, 2.786)
C (11.042, -3.481, -2.509)
C (10.570, -4.847, -2.997)
C (9.487, -4.771, -4.088)
O (8.195, -4.454, -3.610)
C (7.960, -3.065, -3.404)
N (10.123, -5.634, -1.843)
H (10.320, -3.003, -1.847)
H (11.972, -3.582, -1.946)
H (11.233, -2.809, -3.349)
H (11.438, -5.350, -3.436)
H (9.394, -5.765, -4.538)
H (9.779, -4.089, -4.897)
H (8.481, -2.448, -4.141)
H (8.249, -2.772, -2.393)
H (6.889, -2.887, -3.501)
H (9.902, -6.576, -2.156)
H (9.223, -5.259, -1.552)
C (-8.882, 9.106, 6.184)
C (-7.576, 9.584, 5.559)
C (-6.378, 8.667, 5.861)
O (-5.846, 8.808, 7.170)
C (-6.541, 8.085, 8.170)
N (-7.325, 10.966, 5.982)
H (-8.926, 9.300, 7.257)
H (-9.729, 9.625, 5.733)
H (-9.026, 8.035, 6.024)
H (-7.718, 9.581, 4.474)
H (-5.563, 8.946, 5.186)
H (-6.611, 7.617, 5.650)
H (-6.932, 7.137, 7.793)
H (-7.351, 8.688, 8.588)
H (-5.839, 7.873, 8.977)
H (-6.509, 11.317, 5.488)
H (-7.024, 10.935, 6.953)

Summary:
LUMO in eV: 1.906
Charge: -1
M in u: 664.0

=====

# C4H6OS

C4H6OS as an isolated structure (wB97M-V/def2-TZVPD, the Open Molecules 2025 dataset).

Geometry (Å):
C (-1.426, -0.513, -0.653)
C (-0.279, 0.139, -1.090)
C (-1.021, -1.551, 0.156)
C (0.747, -0.568, -0.519)
O (0.285, -1.611, 0.145)
S (2.475, -0.319, -0.809)
H (-2.492, -0.295, -0.915)
H (-0.152, 1.172, -1.418)
H (0.388, 0.160, 2.562)
H (-1.542, -2.265, 0.625)
H (0.903, 0.177, 1.942)
H (2.683, -1.277, -0.055)

Summary:
LUMO in eV: 0.857
M in u: 102.2
Relative energy (zero: lowest compared OMol25 entry of this formula, charge and spin) in kJ/mol: 262.76

=====

# C37H102N8O11

A 10-piece molecular cluster, C37H102N8O11 overall (wB97M-V/def2-TZVPD, the Open Molecules 2025 dataset).

Geometry (Å):
C (18.216, 8.421, -23.295)
O (17.912, 8.481, -21.912)
C (16.528, 8.305, -21.680)
C (16.193, 8.888, -20.315)
C (16.702, 8.111, -19.051)
N (14.783, 9.090, -20.138)
H (17.803, 7.556, -23.815)
H (19.298, 8.353, -23.412)
H (17.987, 9.260, -23.953)
H (15.953, 8.910, -22.381)
H (16.262, 7.256, -21.813)
H (16.590, 9.903, -20.294)
H (17.747, 7.838, -19.198)
H (16.218, 7.147, -18.887)
H (16.672, 8.622, -18.089)
H (14.541, 9.221, -19.166)
H (14.291, 8.224, -20.305)
C (14.969, 23.072, -21.102)
O (15.810, 22.168, -20.389)
C (16.889, 21.709, -21.227)
C (17.810, 20.861, -20.365)
C (18.542, 21.556, -19.250)
N (18.766, 20.067, -21.167)
H (14.291, 23.486, -20.355)
H (14.422, 22.546, -21.884)
H (15.425, 23.937, -21.585)
H (16.438, 21.054, -21.972)
H (17.309, 22.557, -21.768)
H (17.161, 20.055, -20.022)
H (19.111, 22.422, -19.588)
H (19.369, 20.963, -18.858)
H (17.834, 21.820, -18.466)
H (19.467, 20.716, -21.494)
H (18.299, 19.748, -22.004)
C (29.963, 17.076, -22.221)
O (28.565, 16.937, -22.601)
C (28.475, 17.302, -23.984)
C (26.973, 17.420, -24.487)
C (26.076, 16.228, -24.133)
N (26.878, 17.526, -25.911)
H (30.712, 16.586, -22.844)
H (30.143, 16.687, -21.218)
H (30.174, 18.140, -22.114)
H (29.030, 18.182, -24.310)
H (28.879, 16.482, -24.578)
H (26.560, 18.311, -24.013)
H (26.472, 15.258, -24.435)
H (25.157, 16.310, -24.713)
H (26.035, 16.157, -23.046)
H (27.717, 17.974, -26.250)
H (26.922, 16.651, -26.414)
C (11.368, 15.091, -12.269)
O (12.668, 14.844, -12.829)
C (13.366, 13.834, -12.131)
C (14.712, 13.422, -12.839)
C (14.548, 12.978, -14.329)
N (15.424, 12.414, -12.054)
H (10.899, 15.903, -12.825)
H (11.560, 15.252, -11.208)
H (10.769, 14.198, -12.447)
H (13.554, 14.046, -11.079)
H (12.715, 12.961, -12.078)
H (15.321, 14.325, -12.807)
H (14.159, 13.830, -14.888)
H (14.009, 12.032, -14.364)
H (15.511, 12.691, -14.751)
H (14.727, 11.738, -11.776)
H (15.532, 12.817, -11.134)
C (12.988, 17.014, -22.056)
O (13.656, 17.187, -23.333)
C (13.390, 16.114, -24.212)
C (14.583, 15.172, -24.289)
C (15.886, 15.845, -24.833)
N (14.319, 14.097, -25.237)
H (11.920, 16.819, -22.158)
H (13.076, 17.935, -21.481)
H (13.551, 16.243, -21.531)
H (12.422, 15.653, -24.017)
H (13.350, 16.666, -25.151)
H (14.804, 14.718, -23.324)
H (16.670, 15.088, -24.870)
H (16.282, 16.564, -24.116)
H (15.813, 16.472, -25.721)
H (15.117, 13.479, -25.263)
H (13.520, 13.554, -24.942)
C (21.771, 12.591, -28.682)
O (21.647, 12.442, -30.117)
C (21.445, 13.646, -30.819)
C (21.345, 13.352, -32.346)
C (21.439, 14.691, -33.175)
N (20.088, 12.677, -32.541)
H (20.829, 13.013, -28.331)
H (22.605, 13.262, -28.479)
H (22.032, 11.655, -28.186)
H (20.533, 14.182, -30.555)
H (22.309, 14.285, -30.636)
H (22.131, 12.666, -32.664)
H (21.725, 14.471, -34.204)
H (22.100, 15.395, -32.669)
H (20.450, 15.115, -33.348)
H (20.097, 11.726, -32.203)
H (19.451, 13.087, -31.873)
C (22.155, 20.609, -10.078)
O (21.542, 20.299, -11.290)
C (21.828, 18.973, -11.805)
C (21.180, 18.788, -13.161)
C (19.720, 18.633, -13.070)
N (21.712, 17.532, -13.712)
H (21.883, 21.599, -9.712)
H (23.243, 20.576, -10.136)
H (21.897, 19.844, -9.345)
H (22.908, 18.984, -11.955)
H (21.433, 18.171, -11.182)
H (21.483, 19.639, -13.771)
H (19.433, 17.786, -12.447)
H (19.234, 18.644, -14.046)
H (19.418, 19.556, -12.575)
H (21.355, 16.718, -13.233)
H (21.346, 17.377, -14.640)
C (27.740, 11.167, -18.625)
O (27.046, 10.840, -17.456)
C (25.705, 10.316, -17.738)
C (25.661, 9.081, -18.614)
C (24.298, 8.317, -18.648)
N (26.699, 8.174, -18.150)
H (28.061, 10.244, -19.107)
H (28.602, 11.769, -18.335)
H (27.148, 11.775, -19.309)
H (25.202, 10.065, -16.804)
H (25.054, 11.128, -18.060)
H (25.922, 9.303, -19.648)
H (23.532, 8.817, -19.240)
H (23.880, 8.107, -17.663)
H (24.413, 7.327, -19.090)
H (26.532, 8.061, -17.160)
H (27.528, 8.746, -18.076)
C (18.631, 14.732, -19.346)
C (20.102, 14.430, -19.406)
C (20.438, 13.600, -20.684)
O (20.749, 15.688, -19.363)
H (18.478, 15.435, -18.528)
H (18.063, 13.816, -19.186)
H (18.347, 15.147, -20.314)
H (20.492, 13.911, -18.530)
H (21.513, 13.418, -20.651)
H (20.268, 14.170, -21.597)
H (19.993, 12.610, -20.780)
H (20.299, 16.250, -19.998)
O (26.091, 17.028, -15.654)
C (26.346, 17.108, -17.073)
C (25.961, 18.536, -17.594)
O (26.764, 19.616, -16.947)
H (25.146, 17.143, -15.531)
H (27.396, 16.840, -17.187)
H (25.853, 16.273, -17.570)
H (24.883, 18.624, -17.458)
H (26.045, 18.625, -18.677)
H (26.365, 19.884, -16.116)

Summary:
LUMO in eV: 0.169
M in u: 835.3
Relative energy (zero: lowest compared OMol25 entry of this formula, charge and spin) in kJ/mol: 492.97
SMILES string: COC[C@H](C)N.COC[C@H](C)N.COC[C@H](C)N.COC[C@H](C)N.COC[C@H](C)N.COC[C@H](C)N.COC[C@H](C)N.COC[C@H](C)N.CC(C)O.OCCO

=====

# C4H7ClFN

One molecule with the formula C4H7ClFN (wB97M-V/def2-TZVPD, the Open Molecules 2025 dataset).

Geometry (Å):
F (0.806, 1.881, -1.438)
C (1.250, 0.914, -0.520)
C (0.576, -0.370, -0.806)
N (0.661, -1.462, 0.135)
C (-0.631, -0.817, -0.116)
C (-1.352, -0.029, 0.954)
Cl (-2.699, 0.932, 0.316)
H (2.312, 0.717, -0.596)
H (1.081, 1.225, 0.531)
H (0.737, -0.555, -1.852)
H (0.919, -1.055, 1.038)
H (-1.232, -1.466, -0.747)
H (-0.662, 0.728, 1.363)
H (-1.765, -0.643, 1.738)

Summary:
LUMO in eV: 0.932
M in u: 123.6
Relative energy (zero: lowest compared OMol25 entry of this formula, charge and spin) in kJ/mol: 63.69
SMILES string: FC[C@H]1N[C@H]1CCl

=====

> What is the M in the third record?

102.2 u

=====

> Which value of LUMO does entry 5 give?

0.932 eV

=====

> What is the formula in the fourth record?

C37H102N8O11